Formula: C23H46N3O8
Source: the Open Molecules 2025 dataset
Level of theory: wB97M-V/def2-TZVPD

## Properties
HOMO level, eV: -10.64
LUMO energy, eV: -3.5
Total charge: +1
Frontier orbital gap, eV: 7.1191
Max |F|, hartree/bohr: 0.0831

Each line ends with the Löwdin charge.
Positions of all 80 atoms, in Å:
C -2.41670 -1.62165 -4.58798  -0.086
O -2.27859 -2.81757 -3.76146  -0.198
C -1.60332 -2.45588 -2.52223  -0.163
N -2.43012 -2.80012 -1.33401  -0.009
C -3.61920 -3.68234 -1.53082  -0.092
C -4.44135 -3.36603 -0.14709  -0.122
N -3.52089 -2.46947 0.66221  0.039
C -2.87000 -1.72393 -0.46327  -0.180
N -2.76809 -0.41062 -0.55459  0.190
C -3.30529 0.41798 0.57672  -0.124
O -3.45171 1.81025 0.26524  -0.022
C -2.22706 2.39978 -0.17180  -0.398
C -2.13490 2.72476 -1.75184  0.019
O -1.24454 2.64152 0.54061  0.102
H -1.39763 -1.35342 -5.01902  0.111
H -3.07014 -1.92701 -5.48009  0.101
H -2.89745 -0.74873 -4.01373  0.074
H -0.61865 -3.05124 -2.50361  0.160
H -1.30705 -1.36006 -2.60054  0.122
H -4.34193 -3.33581 -2.33146  0.138
H -3.38656 -4.79532 -1.43885  0.102
H -4.87073 -4.28009 0.37190  0.138
H -5.27018 -2.68432 -0.55904  0.126
H -2.78032 -3.15508 0.91985  0.139
H -2.32572 -0.01505 -1.39559  0.138
H -4.36408 0.02380 0.79111  0.162
H -2.72874 0.24365 1.55806  0.169
H -3.21606 2.97065 -2.06550  0.102
H -1.42973 3.58867 -1.96895  0.105
H -1.86556 1.78270 -2.35932  0.081
C 0.89194 1.10958 2.74913  -0.034
C 2.38313 1.01754 2.93931  -0.501
O 2.91596 -0.03055 3.25053  0.061
C 3.18714 2.27237 2.72902  -0.012
H 0.44304 0.13069 2.93334  0.077
H 0.47029 1.82661 3.45637  0.091
H 0.66554 1.41147 1.72462  0.061
H 2.86784 3.04140 3.43554  0.092
H 3.06307 2.62615 1.70338  0.093
H 4.24302 2.05829 2.89930  0.057
C -2.61685 -8.03824 -0.04781  -0.015
C -3.72142 -7.83075 -1.04893  -0.479
O -3.90041 -6.74741 -1.58027  0.031
C -4.59645 -9.01141 -1.36933  -0.014
H -2.06763 -7.10362 0.08495  0.079
H -3.03838 -8.33623 0.91435  0.092
H -1.92558 -8.80166 -0.41003  0.093
H -5.10578 -9.35246 -0.46569  0.092
H -3.99275 -9.81799 -1.79010  0.093
H -5.34768 -8.71635 -2.10447  0.087
C 7.27632 1.50349 2.74166  -0.017
C 7.56290 2.97305 2.57998  -0.496
O 6.69979 3.75121 2.21440  0.046
C 8.95831 3.44306 2.88810  -0.026
H 6.23358 1.30702 2.48589  0.062
H 7.91560 0.92432 2.07215  0.088
H 7.44480 1.20386 3.77807  0.093
H 9.67237 2.94995 2.22472  0.087
H 9.20002 3.22925 3.93113  0.080
H 9.01994 4.52134 2.72878  0.081
C 6.43413 6.13362 5.27854  -0.024
C 7.92474 6.04821 5.47074  -0.503
O 8.46238 5.00320 5.78404  0.050
C 8.72401 7.30652 5.25972  -0.024
H 5.98892 5.15392 5.46299  0.082
H 6.00872 6.85021 5.98445  0.085
H 6.20821 6.43321 4.25299  0.087
H 8.40038 8.07517 5.96464  0.086
H 8.59937 7.65833 4.23340  0.086
H 9.78152 7.09656 5.43192  0.084
C -5.12980 -0.08572 -6.70833  -0.014
C -5.23514 0.66776 -5.40972  -0.484
O -4.28216 0.76816 -4.65463  0.018
C -6.56300 1.29345 -5.07889  -0.017
H -4.11865 -0.48189 -6.81662  0.068
H -5.83490 -0.91956 -6.71261  0.095
H -5.33358 0.58555 -7.54487  0.095
H -7.33152 0.52064 -5.01115  0.091
H -6.82975 2.02542 -5.84379  0.093
H -6.49323 1.80322 -4.11585  0.083

Force components x, y, z for each atom (eV/Å):
C -0.2 -0.2 -0.9
O 0.6 1.7 1.3
C 1.0 -0.9 -1.8
N -0.8 4.0 -0.5
C -1.3 -1.2 2.5
C -0.7 1.3 -2.1
N 0.2 0.3 -1.3
C 0.3 -3.7 -0.2
N 0.1 -1.7 0.4
C -1.6 0.2 2.2
O 1.8 -1.1 -0.8
C 3.6 1.2 -0.4
C -1.9 -0.3 0.6
O -3.8 -1.2 -1.5
H -1.2 -0.1 0.6
H 0.8 0.5 1.5
H 0.8 -1.4 -1.0
H -1.6 0.7 0.3
H -0.5 -1.2 0.6
H 1.6 -0.8 0.5
H 0.0 1.6 -1.1
H 0.9 1.4 -0.4
H 0.7 -1.1 1.3
H -0.3 1.0 0.3
H -0.4 0.0 0.6
H 1.6 0.8 -0.5
H -0.3 0.3 -1.8
H 1.7 -0.2 0.2
H -0.9 -1.4 0.5
H -0.2 1.4 1.0
C -0.1 -0.4 0.0
C 0.4 -0.6 0.2
O -0.3 0.4 -0.2
C 0.3 -0.2 0.1
H 0.1 0.1 0.0
H 0.0 0.1 -0.2
H -0.1 0.2 0.1
H -0.1 0.1 -0.2
H -0.1 0.2 0.1
H -0.2 0.1 0.0
C 0.1 0.4 0.0
C -0.1 0.3 -0.2
O 0.0 -0.4 0.3
C -0.2 0.3 -0.3
H 0.0 -0.1 0.0
H 0.1 -0.2 -0.1
H -0.1 -0.1 0.2
H 0.2 -0.2 0.0
H 0.0 -0.1 0.2
H 0.1 0.0 0.1
C -0.4 0.0 -0.1
C -0.4 0.5 -0.2
O 0.3 -0.4 0.2
C -0.1 0.3 -0.1
H 0.2 0.0 0.0
H 0.1 0.0 0.2
H 0.2 -0.1 -0.1
H 0.0 -0.1 0.2
H 0.1 -0.1 -0.1
H 0.0 -0.1 0.0
C -0.1 -0.3 0.1
C 0.2 -0.6 0.2
O -0.2 0.4 -0.2
C 0.4 -0.2 0.1
H 0.1 0.1 0.0
H 0.0 0.1 -0.2
H 0.0 0.1 0.1
H -0.1 0.1 -0.2
H -0.1 0.2 0.1
H -0.1 0.0 0.0
C 0.4 -0.1 0.1
C 0.3 0.1 0.3
O -0.4 0.1 -0.2
C 0.2 0.1 0.4
H -0.1 0.1 0.0
H -0.1 0.1 -0.1
H -0.2 -0.1 0.0
H -0.1 0.1 -0.2
H -0.1 -0.2 0.0
H 0.0 -0.1 -0.1